A cluster of 11 separate species, C12H46O17 in total at a distorted geometry. Source: the Open Molecules 2025 dataset; level of theory: ωB97M-V with the def2-TZVPD basis set.

gap between HOMO and LUMO	9.01	eV
relative energy (zero: lowest compared OMol25 entry of this formula, charge and spin)	58.9	kcal/mol
strongest force on any atom	4.01	eV Å⁻¹

Geometry as ORCA input:
```
! wB97M-V def2-TZVPD RIJCOSX def2/J DEFGRID3
* xyz 0 1
O 0.95 0.56 -4.23
H 0.88 0.05 -3.45
H 1.14 0.04 -5.00
O 1.16 -1.62 -2.67
H 1.77 -1.93 -1.98
H 0.58 -2.39 -2.89
O 1.38 1.10 3.03
H 0.71 0.57 3.43
H 1.74 0.60 2.31
O -0.83 -2.32 -0.22
H -0.41 -1.49 -0.48
H -0.83 -2.25 0.73
O 3.27 0.44 -0.96
H 3.40 0.52 -1.92
H 4.00 -0.05 -0.54
C -2.33 2.29 4.14
C -1.03 3.02 4.34
O -0.41 3.21 3.05
O -3.22 2.14 5.28
H -2.22 1.21 3.87
H -3.00 2.75 3.41
H -0.36 2.50 4.99
H -1.20 3.97 4.78
H 0.19 2.45 2.87
H -3.98 1.55 5.16
C -0.98 1.33 0.66
C 0.36 1.56 0.04
O 0.71 0.29 -0.36
O -1.85 2.50 0.81
H -0.94 0.85 1.63
H -1.57 0.55 0.12
H 1.07 2.14 0.67
H 0.29 2.17 -0.88
H 1.67 0.29 -0.64
H -1.44 3.13 1.46
C -2.37 -0.45 -3.44
C -3.54 -1.39 -3.43
O -4.46 -0.83 -2.59
O -1.48 -0.91 -4.39
H -1.85 -0.39 -2.46
H -2.63 0.60 -3.65
H -3.18 -2.37 -3.03
H -4.02 -1.53 -4.40
H -5.27 -0.84 -3.04
H -0.68 -0.37 -4.36
C 4.59 3.18 0.54
C 5.63 2.70 -0.49
O 6.42 3.85 -0.83
O 3.79 2.09 1.12
H 3.83 3.85 0.21
H 5.18 3.69 1.33
H 5.04 2.37 -1.43
H 6.24 1.90 -0.18
H 7.25 3.59 -1.15
H 3.44 1.63 0.37
C 2.44 -4.04 -0.91
C 2.08 -4.67 0.48
O 1.66 -5.98 0.36
O 2.93 -2.72 -0.70
H 1.56 -4.07 -1.53
H 3.25 -4.72 -1.28
H 1.17 -4.22 0.86
H 2.95 -4.68 1.17
H 1.06 -6.18 1.03
H 2.46 -2.33 0.05
C -3.70 -1.45 0.40
C -4.71 -0.42 0.84
O -4.13 0.56 1.68
O -4.43 -2.52 -0.17
H -3.09 -1.81 1.15
H -3.17 -0.85 -0.34
H -5.42 -0.91 1.48
H -5.28 -0.01 -0.02
H -3.43 1.03 1.16
H -4.85 -2.12 -0.95
*
```